Entry from the OMol25 dataset: C3HLiO4Pr as an isolated structure (wB97M-V/def2-TZVPD).

Charge: +2
Orbital gap (spin up / spin down) (eV): 2.89 / 2.96
HOMO (spin up / spin down) (eV): -12.2 / -12.3
2S+1: 4
E_LUMO (spin up / spin down) (eV): -9.355 / -9.314
Total energy (Ha): -939.60916

```
10
Properties=species:S:1:pos:R:3:lowdin_charge:R:1
O 1.840 0.009 -0.105 -0.050
C 0.665 0.208 -0.088 -0.327
O -0.137 1.104 -0.082 0.191
Pr 4.455 0.671 -0.139 1.867
O -0.999 -1.533 0.004 -0.107
C -2.204 -0.887 0.048 -0.190
C -2.435 0.356 0.068 -0.287
O -3.199 1.353 -0.013 -0.192
Li -4.271 2.594 0.567 0.860
H -1.796 -2.332 -0.181 0.236
```